C11H12BClF4MoNO5 as an isolated structure, computed with wB97M-V/def2-TZVPD.

The expectation value of S² is 2.011. Its charge is +1. The calculation puts the frontier orbital gap (alpha / beta) at 5.42 / 5.61 eV. The multiplicity is 3. As for the lowest unoccupied orbital energy (alpha / beta): -0.217 / -0.210 Eh. Its relative energy (zero: lowest compared OMol25 entry of this formula, charge and spin) is 14.96 kcal per mole. The HOMO energy (alpha / beta) comes out at -11.32 / -11.32 eV. The total energy comes out at -1810.01518 a.u.

Geometry as XYZ:
```
36
Properties=species:S:1:pos:R:3:mulliken_spin:R:1
Mo 1.567 -0.052 -2.313 2.00
N 0.869 2.209 -1.494 -0.02
C 1.928 2.785 -0.652 0.01
C 3.120 1.864 -0.519 0.01
O 4.099 2.010 0.097 0.00
O 2.870 0.710 -1.310 0.03
H 0.679 2.798 -2.297 -0.01
H 0.014 2.086 -0.964 0.01
H 1.573 2.967 0.360 0.00
H 2.299 3.724 -1.056 0.00
F 3.370 -3.232 -5.311 0.00
B 2.614 -3.029 -4.262 0.00
F 1.785 -0.316 -4.115 0.03
F 3.148 -2.478 -3.153 0.00
F 1.336 -3.341 -4.248 0.00
C -3.671 0.854 1.754 0.00
C -2.354 0.311 2.250 0.00
C -1.783 0.758 3.435 0.00
C -0.579 0.239 3.887 0.00
Cl 0.141 0.875 5.336 0.00
C 0.048 -0.775 3.200 0.00
C -0.517 -1.241 2.017 0.00
C -1.673 -0.668 1.536 0.00
O -2.267 -1.032 0.331 0.00
C -1.570 -1.810 -0.591 0.01
C -0.417 -1.096 -1.224 -0.05
O -0.200 -1.167 -2.483 -0.02
O 0.434 -0.379 -0.594 -0.02
H -4.049 1.619 2.429 0.00
H -4.414 0.058 1.683 0.00
H -3.576 1.282 0.754 0.00
H -2.286 1.522 4.015 0.00
H 0.967 -1.203 3.577 0.00
H -0.035 -2.059 1.496 0.00
H -2.261 -2.035 -1.398 0.00
H -1.211 -2.756 -0.171 0.01
```



C11H12Br12ClF3NO4 as an isolated structure, computed with wB97M-V/def2-TZVPD.

Its charge is -1. The calculation puts the frontier orbital gap at 6.49 eV. As for the lowest unoccupied orbital energy: 0.053 Eh. The HOMO energy comes out at -5.05 eV. The total energy comes out at -32430.10677 a.u.

Geometry as XYZ:
```
44
Properties=species:S:1:pos:R:3:nbo_charge:R:1
C -2.189 -2.677 -0.811 -0.41
N -3.003 -1.736 -0.053 -0.63
C -3.223 -0.432 -0.700 -0.01
C -4.738 -0.229 -0.652 -0.07
O -5.112 1.101 -1.055 -0.52
C -6.413 1.281 -1.184 1.17
F -6.694 2.585 -1.181 -0.33
F -6.893 0.800 -2.330 -0.33
F -7.132 0.745 -0.188 -0.34
C -2.609 0.710 0.126 -0.56
C -1.119 0.614 0.241 0.65
O -0.475 -0.368 0.439 -0.54
Cl -0.199 2.179 0.044 -0.14
C -2.758 -0.350 -2.176 0.74
O -1.541 -0.167 -2.413 -0.77
O -3.650 -0.439 -3.024 -0.74
H -2.714 -3.071 -1.673 0.20
H -1.984 -3.537 -0.168 0.18
H -1.217 -2.285 -1.093 0.21
H -2.577 -1.579 0.845 0.36
H -5.036 -0.435 0.378 0.17
H -5.212 -0.984 -1.264 0.22
H -2.859 1.625 -0.400 0.26
H -3.100 0.786 1.095 0.23
C 1.653 -1.204 3.185 -0.50
Br 2.612 -0.477 4.690 0.08
Br 2.680 -2.569 2.292 0.09
Br -0.106 -1.816 3.649 0.10
H 1.520 -0.396 2.478 0.24
C 4.902 2.480 2.781 -0.50
Br 5.930 1.238 3.838 0.08
Br 4.100 1.606 1.265 0.10
Br 3.572 3.388 3.840 0.09
H 5.584 3.232 2.414 0.22
C 5.642 -1.678 0.325 -0.51
Br 6.206 -3.114 1.480 0.08
Br 7.073 -0.429 -0.004 0.08
Br 4.891 -2.338 -1.320 0.10
H 4.860 -1.140 0.845 0.23
C 4.228 1.899 -3.007 -0.50
Br 5.449 2.847 -1.856 0.07
Br 5.090 0.403 -3.858 0.08
Br 2.643 1.347 -2.061 0.14
H 3.917 2.584 -3.781 0.22
```



C11H12BrClZn as an isolated structure, computed with wB97M-V/def2-TZVPD.

Its charge is -2. The calculation puts the frontier orbital gap at 5.01 eV. As for the lowest unoccupied orbital energy: 0.188 Eh. Its relative energy (zero: lowest compared OMol25 entry of this formula, charge and spin) is 21.09 kcal per mole. The HOMO energy comes out at 0.11 eV. The total energy comes out at -5239.81299 a.u.

Geometry as XYZ:
```
26
Properties=species:S:1:pos:R:3:nbo_charge:R:1
C 0.461 1.117 1.416 -0.38
C 0.914 0.744 2.710 -0.36
C 2.328 0.593 2.655 -0.38
H 0.279 0.503 3.562 0.18
C 2.742 0.868 1.315 -0.38
C 1.570 1.149 0.541 -0.38
H 1.525 1.249 -0.547 0.19
H -0.586 1.249 1.112 0.19
H 2.965 0.293 3.477 0.17
H 3.769 0.855 0.942 0.17
Zn -0.854 -1.033 -0.492 1.50
Br -0.240 -3.225 -1.739 -0.90
C -1.365 -0.661 -2.639 -0.36
C -0.540 0.505 -2.660 -0.36
C -1.101 1.464 -1.796 -0.32
H 0.273 0.673 -3.363 0.20
C -2.214 0.893 -1.128 -0.37
C -2.403 -0.445 -1.648 -0.59
H -3.223 -1.136 -1.419 0.23
H -1.362 -1.440 -3.404 0.24
H -0.876 2.532 -1.831 0.20
H -2.961 1.438 -0.548 0.21
Cl -0.466 -2.052 2.619 -0.12
C 0.128 -1.844 1.052 -1.01
H 1.108 -1.423 1.123 0.23
H 0.130 -2.866 0.689 0.21
```



C11H12Cl2Eu as an isolated structure, computed with wB97M-V/def2-TZVPD.

The expectation value of S² is 12.074. Its charge is -1. The calculation puts the frontier orbital gap (alpha / beta) at 6.57 / 7.20 eV. The multiplicity is 7. As for the lowest unoccupied orbital energy (alpha / beta): 0.095 / 0.116 Eh. The HOMO energy (alpha / beta) comes out at -3.98 / -4.05 eV. The total energy comes out at -2057.11886 a.u.

Geometry as XYZ:
```
26
Properties=species:S:1:pos:R:3:mulliken_spin:R:1
C -3.049 1.194 -0.135 0.00
C -2.450 0.716 -1.333 -0.01
C -1.203 1.406 -1.514 0.01
H -2.888 -0.015 -2.015 0.00
C -1.043 2.311 -0.418 0.00
C -2.183 2.173 0.440 -0.01
H -2.389 2.764 1.334 0.00
H -4.030 0.903 0.244 0.00
H -0.508 1.288 -2.347 0.00
H -0.206 2.996 -0.275 0.00
Eu -0.112 -0.315 0.496 6.17
Cl -1.476 -1.694 2.120 -0.01
C 1.669 -2.357 0.700 -0.02
C 2.410 -1.308 0.073 -0.01
C 1.905 -1.135 -1.249 -0.01
H 3.218 -0.740 0.529 0.00
C 0.826 -2.054 -1.435 -0.01
C 0.684 -2.815 -0.233 -0.01
H -0.030 -3.617 -0.055 0.00
H 1.834 -2.745 1.705 0.00
H 2.305 -0.446 -1.993 0.00
H 0.257 -2.197 -2.356 0.00
Cl 1.348 0.708 3.202 -0.02
C 1.521 1.383 1.656 -0.10
H 1.065 2.385 1.584 0.00
H 2.527 1.211 1.274 0.00
```



C11H12Cl3N3S2Sn as an isolated structure, computed with wB97M-V/def2-TZVPD.

The calculation puts the frontier orbital gap at 7.13 eV. As for the lowest unoccupied orbital energy: 0.009 Eh. Its relative energy (zero: lowest compared OMol25 entry of this formula, charge and spin) is 2.22 kcal per mole. The HOMO energy comes out at -6.90 eV. The total energy comes out at -2981.88854 a.u.

Geometry as XYZ:
```
32
Properties=species:S:1:pos:R:3:nbo_charge:R:1
Sn -0.345 0.488 -0.806 0.84
C 0.365 -3.620 -3.178 -0.64
C 0.532 -2.292 -2.471 -0.18
S -0.957 -1.716 -1.709 -0.30
C 1.684 -1.616 -2.445 -0.17
C 2.945 -2.079 -3.125 -0.64
S 1.902 -0.057 -1.634 -0.31
H -0.651 -3.982 -3.039 0.23
H 1.055 -4.368 -2.785 0.21
H 0.544 -3.514 -4.250 0.22
H 2.804 -3.031 -3.634 0.21
H 3.753 -2.179 -2.398 0.22
H 3.260 -1.332 -3.857 0.22
N -0.081 0.294 5.979 -0.78
C -0.105 0.244 4.620 0.23
C 1.068 0.077 3.872 -0.32
C 0.985 0.027 2.498 0.07
N -0.163 0.133 1.829 -0.51
C -1.280 0.291 2.535 0.07
C -1.309 0.352 3.910 -0.32
H 0.782 0.192 6.478 0.40
H -0.932 0.389 6.499 0.40
H 2.025 -0.007 4.371 0.22
H 1.873 -0.107 1.888 0.21
H -2.195 0.368 1.956 0.20
H -2.245 0.484 4.438 0.22
Cl -4.358 4.497 -3.277 0.08
C -2.743 4.760 -2.583 -0.20
Cl -2.894 5.301 -0.895 0.07
Cl -1.870 5.981 -3.526 0.08
C -2.013 3.507 -2.615 0.22
N -1.438 2.515 -2.645 -0.24
```



A 2-piece molecular cluster, C11H12FN overall, computed with wB97M-V/def2-TZVPD.

The calculation puts the frontier orbital gap (alpha / beta) at 8.25 / 8.35 eV. As for the lowest unoccupied orbital energy (alpha / beta): -0.007 / -0.017 Eh. Its relative energy (zero: lowest compared OMol25 entry of this formula, charge and spin) is 117.69 kcal per mole. The HOMO energy (alpha / beta) comes out at -8.45 / -8.82 eV. The total energy comes out at -580.77933 a.u.

Geometry as XYZ:
```
25
Properties=species:S:1:pos:R:3:nbo_charge:R:1
C 0.716 1.139 -1.910 0.17
C 2.126 -0.007 3.076 -0.23
C 1.578 1.138 2.434 -0.19
C 2.285 -1.210 2.415 -0.18
C 1.161 1.026 1.150 -0.33
C 1.894 -1.326 1.056 -0.33
C 1.397 -0.140 0.507 0.15
C -2.428 0.857 -2.248 -0.61
C -2.090 -1.263 -0.736 -0.59
C -1.511 0.113 -1.231 -0.31
C -0.133 -0.019 -1.671 0.40
N 1.404 2.071 -2.062 -0.30
F 0.180 -1.081 -2.403 -0.31
H 2.608 -0.001 4.011 0.21
H 1.258 2.016 3.044 0.22
H 2.740 -2.017 2.996 0.22
H 0.541 1.828 0.657 0.23
H 2.379 -2.074 0.461 0.23
H -1.936 1.425 -3.077 0.23
H -3.129 1.373 -1.524 0.23
H -2.981 0.038 -2.694 0.21
H -2.911 -1.554 -1.491 0.21
H -2.490 -1.227 0.239 0.22
H -1.222 -1.844 -0.736 0.22
H -1.435 0.740 -0.262 0.23
```